Entry 1:
Entry from OMol25: a structure of composition C35H30BrN6OV at a distorted geometry (wB97M-V/def2-TZVPD).

E_LUMO (alpha / beta) in Eh: -0.1052 / -0.1078
Gap between HOMO and LUMO (alpha / beta) in eV: 5.8 / 7.1
Max |F| in eV/Å: 1.51
E_HOMO (alpha / beta) in eV: -8.683 / -10.074

The geometry in ORCA input format:
```
! wB97M-V def2-TZVPD RIJCOSX def2/J DEFGRID3
* xyz 1 4
V -0.4170 0.3806 -0.1458
C 2.4484 0.5772 1.2393
C 2.1670 1.9750 1.7817
C 1.0978 2.8700 1.2059
C 1.3756 4.2170 1.0064
C 0.3400 5.0954 0.7405
C -0.9562 4.6064 0.7108
C -1.1384 3.2454 0.8562
N -0.1422 2.3781 1.0604
N 1.3339 -0.3991 1.2231
C 1.9168 -1.6939 0.7661
C 2.2452 -1.7546 -0.7019
C 3.5429 -1.6897 -1.1819
C 3.7411 -1.7332 -2.5545
C 2.6420 -1.8495 -3.3878
C 1.3839 -1.9334 -2.8097
N 1.1910 -1.8957 -1.4973
C 0.7853 -0.6060 2.5715
C -0.6983 -0.8626 2.5890
C -1.2671 -1.6583 3.5723
C -2.6452 -1.7262 3.6766
C -3.4128 -0.9711 2.8041
C -2.7675 -0.2343 1.8313
N -1.4360 -0.1959 1.6898
H 2.8117 0.6427 0.2164
H 3.2590 0.1674 1.8585
H 1.9378 1.9117 2.8505
H 3.1166 2.5104 1.7318
H 2.3938 4.5730 1.0841
H 0.5403 6.1467 0.5803
H -1.8049 5.2571 0.5544
H -2.1316 2.8148 0.7904
H 2.8234 -1.8849 1.3536
H 1.2012 -2.4858 0.9951
H 4.3791 -1.5976 -0.5005
H 4.7398 -1.6761 -2.9670
H 2.7553 -1.8845 -4.4623
H 0.4932 -2.0336 -3.4213
H 1.3155 -1.4043 3.1006
H 0.9320 0.3037 3.1547
H -0.6280 -2.2045 4.2532
H -3.1106 -2.3474 4.4300
H -4.4917 -0.9597 2.8621
H -3.3405 0.3432 1.1156
Br 1.7204 6.4029 -3.9361
C 1.4707 4.7194 -3.1085
C 2.5920 3.9729 -2.7106
C 2.4345 2.7538 -2.1048
C 1.1473 2.2278 -1.8349
O 1.0196 1.1013 -1.2150
C 0.0261 2.9838 -2.2718
C -1.2962 2.4521 -2.1731
N -1.6240 1.4247 -1.4572
C -2.9066 0.8487 -1.6135
C -4.0562 1.4632 -2.0385
C -5.2412 0.7147 -2.1901
C -5.2700 -0.6253 -1.9247
C -4.1047 -1.2841 -1.4672
C -4.0528 -2.6603 -1.1471
C -2.8757 -3.1932 -0.7094
C -1.7467 -2.3675 -0.5737
N -1.7504 -1.0751 -0.8384
C -2.9246 -0.5356 -1.3040
C 0.2134 4.2219 -2.9203
H 3.5830 4.3666 -2.8944
H 3.2965 2.1656 -1.8148
H -2.0534 2.9286 -2.7964
H -4.0713 2.5240 -2.2506
H -6.1390 1.2151 -2.5271
H -6.1815 -1.1941 -2.0549
H -4.9403 -3.2711 -1.2538
H -2.7935 -4.2432 -0.4655
H -0.8028 -2.7794 -0.2439
H -0.6502 4.7816 -3.2593
*
```

---

Entry 2:
Entry from OMol25: a cluster of 2 separate species, C3H11N2O in total at a distorted geometry (wB97M-V/def2-TZVPD).

E_LUMO (alpha / beta) in Eh: -0.2105 / -0.1844
Gap between HOMO and LUMO (alpha / beta) in eV: 7.7 / 8.7
Max |F| in eV/Å: 2.88
E_HOMO (alpha / beta) in eV: -13.381 / -13.748

The geometry in ORCA input format:
```
! wB97M-V def2-TZVPD RIJCOSX def2/J DEFGRID3
* xyz 1 1
C -0.3138 -2.0117 0.3851
C 1.4929 0.2124 -0.7790
C -0.9037 0.7744 -0.5801
N 0.5314 0.6553 1.3283
N 0.3084 0.2458 0.0502
O -1.9207 0.6546 0.3585
H -1.2167 -1.7845 0.9229
H -0.3884 -2.3009 -0.6458
H 0.5672 -2.2897 0.9332
H 1.2728 -0.2442 -1.7401
H 1.8691 1.2265 -0.9558
H 2.2708 -0.3621 -0.2814
H -0.7232 1.8334 -0.8493
H -1.1074 0.1999 -1.4957
H 1.3242 1.2624 1.4943
H -0.3229 0.8895 1.8231
H -2.7399 1.0388 0.0316
*
```

---

Entry 3:
Entry from OMol25: a structure of composition C3H2O3Zn at a distorted geometry (wB97M-V/def2-TZVPD).

E_LUMO in Eh: -0.4862
Gap between HOMO and LUMO in eV: 5.7
Max |F| in eV/Å: 4.26
E_HOMO in eV: -18.885

The geometry in ORCA input format:
```
! wB97M-V def2-TZVPD RIJCOSX def2/J DEFGRID3
* xyz 2 1
C -0.4326 0.6748 -0.2756
C 0.5985 -0.0786 0.3088
O 1.2464 -1.0325 -0.6203
C 0.6784 -1.9063 0.0595
O 0.3377 -2.9893 0.2748
O -0.8289 1.7511 0.2409
H -0.9325 0.2640 -1.1671
H 1.2583 0.2882 1.0946
Zn -1.9253 3.0286 0.0844
*
```

---

Entry 4:
Entry from OMol25: a cluster of 2 separate species, C4H11N3O2 in total at a distorted geometry (wB97M-V/def2-TZVPD).

E_LUMO (alpha / beta) in Eh: 0.1337 / 0.1334
Gap between HOMO and LUMO (alpha / beta) in eV: 2.6 / 8.7
Max |F| in eV/Å: 5.66
E_HOMO (alpha / beta) in eV: 1.010 / -5.100

The geometry in ORCA input format:
```
! wB97M-V def2-TZVPD RIJCOSX def2/J DEFGRID3
* xyz -1 2
C -1.7914 1.9919 -0.4358
C 0.3823 1.3711 0.4266
N -0.9208 1.3124 0.5014
N 1.2829 1.7480 -0.6276
N 0.9528 0.9641 1.6697
H -1.0245 -0.4653 -0.3203
H -1.5993 2.8447 -1.0514
H -2.7859 2.2743 0.3183
H 0.7273 2.2988 -1.3800
H 2.2270 2.1760 -0.3372
H 0.3741 0.4007 2.2082
H 1.7213 0.3906 1.7101
H -2.1702 1.2939 -1.2895
C 0.6441 -3.1107 -0.4934
C 0.0474 -2.0996 0.3228
O -0.2259 -0.9921 -0.5254
O -0.4401 -2.1381 1.4175
H 1.7001 -2.7624 -0.4589
H 0.2310 -3.2274 -1.5067
H 0.6676 -4.2709 -0.1486
*
```